(1)
80
Properties=species:S:1:pos:R:3:forces:R:3 method="wB97M-V/def2-TZVPD" charge=-1 orbital_gap_ev=4.8 de_lowest_kcal_mol=83.7
C -2.249571 1.636943 1.410455 -0.354 0.278 -0.036
C -3.354696 2.241469 0.329714 -1.041 -0.140 1.816
C -3.285427 3.882560 0.291576 0.075 -0.116 -0.405
C -4.843814 1.869451 0.989674 0.996 0.806 -0.710
C -6.104265 2.300343 0.028842 0.403 0.232 0.341
Al -7.767966 2.373143 1.292819 1.945 1.815 -2.071
Cl -7.182778 3.749056 3.052370 -1.092 2.303 -1.404
H -2.831134 1.391879 2.418650 1.239 0.376 -2.116
H -1.463854 2.475745 1.704855 -1.342 -1.922 -0.780
H -1.726957 0.646388 1.014611 -1.109 2.434 0.946
H -3.315067 1.719897 -0.717709 0.198 1.235 2.018
H -4.307198 4.357546 0.616392 1.884 -1.008 -0.683
H -3.081593 4.208436 -0.825840 -0.205 -0.296 2.331
H -2.471429 4.317641 1.043555 -1.693 -1.077 -1.922
H -4.865530 2.472883 2.018785 -0.005 -1.277 -2.284
H -4.832634 0.732144 1.266931 -0.259 1.949 -0.606
H -6.007919 3.402238 -0.410171 0.134 -2.237 0.961
H -6.282144 1.601304 -0.892956 0.578 1.048 1.696
H -8.141247 0.915139 1.781428 2.262 1.588 -0.146
H -8.903243 3.121895 0.484460 -0.343 0.206 0.038
C -2.709347 0.353685 -3.950054 0.196 -0.176 -0.048
Br -3.894586 0.693562 -5.454581 0.272 -0.048 0.385
Br -1.977469 2.000995 -3.218586 -0.164 -0.353 -0.223
Br -3.569763 -0.727034 -2.580405 0.221 0.332 -0.336
H -1.865052 -0.228782 -4.333362 -0.362 0.255 0.168
C 0.186612 -1.670431 2.326171 -0.116 -0.094 0.233
Br -0.552932 -0.360294 3.559267 0.279 -0.437 -0.248
Br -0.826540 -1.756152 0.667709 0.371 -0.189 0.287
Br 2.081253 -1.370986 2.002327 -0.498 -0.048 -0.014
H 0.095390 -2.649712 2.807537 0.067 0.430 -0.245
C 3.231833 -5.125253 0.696745 0.099 -0.193 0.071
Br 4.315765 -4.523921 2.195879 -0.268 -0.155 -0.387
Br 1.342770 -5.203277 1.154646 0.468 0.066 -0.110
Br 3.546472 -4.057299 -0.898462 -0.242 -0.320 0.299
H 3.546944 -6.147825 0.464202 -0.153 0.488 0.086
C -5.769610 -0.068828 4.529986 -0.228 -0.661 -0.605
Br -6.652336 1.482502 3.756629 1.696 -2.288 2.869
Br -4.148388 0.422697 5.486210 -0.201 -0.069 -0.087
Br -6.978832 -1.109921 5.642693 0.226 0.026 -0.031
H -5.467050 -0.712596 3.697493 0.033 0.064 0.484
C 0.590653 -3.324530 -3.782554 0.201 -0.175 0.018
Br -0.594586 -2.984652 -5.287081 0.221 -0.012 0.383
Br 1.322531 -1.677220 -3.051086 -0.277 -0.350 -0.161
Br -0.269763 -4.405248 -2.412905 0.191 0.357 -0.372
H 1.434948 -3.906996 -4.165862 -0.393 0.266 0.167
C 7.320501 -3.664907 -2.845279 -0.058 0.247 0.094
Br 8.792193 -3.279275 -4.057434 -0.449 0.128 0.240
Br 6.315790 -5.234615 -3.402859 0.309 0.280 0.090
Br 7.920550 -3.807256 -1.000316 -0.115 -0.049 -0.506
H 6.634751 -2.812594 -2.893600 0.294 -0.383 0.034
C 6.157040 -0.225094 1.529306 -0.062 0.308 -0.089
Br 8.066882 -0.201209 1.160737 -0.416 -0.059 0.101
Br 5.181518 -1.289741 0.225770 0.352 0.313 0.456
Br 5.778598 -0.788009 3.352522 0.052 0.099 -0.501
H 5.799747 0.805407 1.432176 0.171 -0.468 0.074
C -1.050555 4.904969 -6.130344 -0.116 -0.095 0.202
Br -2.544511 5.408346 -7.269912 0.424 -0.120 0.257
Br 0.035717 3.506882 -6.936377 -0.268 0.374 0.173
Br 0.018819 6.446327 -5.615697 -0.250 -0.378 -0.181
H -1.475687 4.489375 -5.210795 0.176 0.146 -0.407
C 11.931833 -6.412558 -3.783482 -0.026 -0.263 0.012
Br 13.015765 -5.811226 -2.284348 -0.294 -0.093 -0.376
Br 10.042770 -6.490582 -3.325582 0.578 -0.190 -0.053
Br 12.246472 -5.344604 -5.378689 -0.099 -0.193 0.397
H 12.246944 -7.435130 -4.016025 -0.131 0.495 0.100
C -0.695748 7.292676 1.696709 -0.136 0.085 0.234
Br -2.516710 7.457010 1.032630 0.523 -0.056 0.142
Br -0.278236 5.466221 2.220226 0.027 0.519 -0.119
Br 0.602669 7.997760 0.431333 -0.282 -0.188 0.243
H -0.628190 7.907617 2.600207 -0.013 -0.291 -0.435
C -10.902102 -0.908989 1.693337 -1.570 -0.139 -0.161
Br -12.760632 -0.600659 2.177807 -0.632 -0.394 0.055
Br -9.838565 0.713787 1.834079 -1.762 -2.865 0.088
Br -10.123306 -2.375081 2.707369 -0.115 0.328 -0.146
H -10.891611 -1.207774 0.639942 -0.017 0.036 0.442
C 10.498873 -1.421160 4.627922 0.058 -0.117 0.203
Br 9.037683 -2.632562 4.202081 0.420 0.307 0.087
Br 11.775036 -1.284232 3.166081 -0.361 -0.009 0.304
Br 9.851212 0.325129 5.189365 0.128 -0.439 -0.210
H 11.034039 -1.852833 5.480143 -0.244 0.212 -0.409

***

(2)
19
Properties=species:S:1:pos:R:3:forces:R:3 method="wB97M-V/def2-TZVPD" s2=0.7526 charge=+1 orbital_gap_ev="12.5 / 5.0" de_lowest_kcal_mol=9.4 spin_multiplicity=2
C 1.343567 0.107926 0.211516 -1.227 -0.161 -1.637
C 2.783786 -0.123811 0.536027 1.211 0.278 0.795
C 0.513510 -0.169836 1.512544 0.970 -0.125 -0.045
H 0.924559 1.019058 -0.262071 0.228 0.297 0.767
H 1.081026 -0.518047 -0.668086 0.381 -0.299 0.144
H 3.371649 -0.029387 -0.392114 -0.374 -0.198 -0.214
H 0.606783 0.596291 2.271967 -0.284 -0.070 0.259
H -0.464634 -0.136644 1.016325 -0.520 0.290 -0.225
H 3.036107 -1.109289 0.952918 -0.056 0.117 -0.165
H 3.145629 0.631224 1.255228 -0.408 -0.314 -0.047
H 0.776641 -1.177066 1.829906 0.119 0.227 0.348
C -1.908432 -0.158401 -1.690212 -0.032 0.002 -0.650
C -2.350344 0.385552 -0.345918 0.030 0.493 -0.126
H -2.685127 -0.234135 -2.442523 -0.579 0.110 0.143
H -1.164527 0.437542 -2.215212 0.311 0.140 0.317
H -1.552671 -1.170809 -1.622811 0.367 -0.526 0.126
H -2.077145 -0.296629 0.471098 -0.175 0.086 0.061
H -3.414682 0.559454 -0.245695 -0.378 -0.416 -0.061
H -1.965694 1.387008 -0.172888 0.419 0.068 0.209

***

Short version: max |F| = 4.043, 2.052 eV/A, in the order given.
Short version: M = 3168.37, 74.17 g mol⁻¹, in the order given.